No. 1
# CH4N2O

One molecule with the formula CH4N2O in a non-equilibrium geometry (ωB97M-V/def2-TZVPD, OMol25).

Each line ends with the Mulliken charge.
Element x y z (Å)
C  -1.6469  -0.2110  0.0569  -0.218
N  0.8415  -0.8849  0.2665  -0.318
N  1.8876  -0.0400  0.2222  -0.323
O  -0.4031  -0.0397  -0.0642  -0.178
H  -2.1112  -1.0792  0.4406  0.274
H  -2.3577  0.5651  -0.1404  0.264
H  1.5878  0.7446  0.7550  0.264
H  2.1768  0.0938  -0.6870  0.236

Summary:
Kohn-Sham gap (spin up / spin down): 7.32 / 8.45 eV
Total charge: 0
HOMO (spin up / spin down): -7.4324 / -8.2011 eV

No. 2
# CH4N2O

A 2-piece molecular cluster, CH4N2O overall in a non-equilibrium geometry (ωB97M-V/def2-TZVPD, OMol25).

Each line ends with the Mulliken charge.
Element x y z (Å)
C  1.0811  -0.3287  0.3731  -0.276
N  1.0819  0.8534  0.1744  -0.435
H  0.4341  -0.9404  -0.1942  0.392
H  1.3185  -0.5533  1.3888  0.230
H  0.5189  1.2265  -0.5960  0.251
N  -1.0816  -0.1145  -0.4890  -0.129
O  -1.6626  -0.1056  0.6041  -0.213
H  -1.6902  -0.0374  -1.2611  0.179

Summary:
Kohn-Sham gap (spin up / spin down): 8.48 / 8.48 eV
Total charge: 0
HOMO (spin up / spin down): -9.4222 / -9.4228 eV

No. 3
# CH4N2O

A 2-piece molecular cluster, CH4N2O overall in a non-equilibrium geometry (ωB97M-V/def2-TZVPD, OMol25).

Each line ends with the Mulliken charge.
Element x y z (Å)
N  1.3840  -0.4876  -0.6592  -0.453
C  1.6684  0.0353  0.3966  0.620
O  1.7052  0.6105  1.4097  -0.395
H  1.9463  -0.8557  -1.3869  0.252
N  -1.7546  0.0397  0.3295  -0.659
H  -0.8140  0.4027  0.4121  0.166
H  -2.4610  0.7724  0.0635  0.234
H  -1.6743  -0.5174  -0.5653  0.235

Summary:
Kohn-Sham gap: 10.65 eV
Total charge: 0
HOMO: -10.0413 eV

No. 4
# CH4N2O2

CH4N2O2 as an isolated structure in a non-equilibrium geometry (ωB97M-V/def2-TZVPD, OMol25).

Each line ends with the Mulliken charge.
Element x y z (Å)
C  -0.8274  0.2324  0.2067  -0.167
N  1.7816  0.0864  0.4018  0.057
N  0.9060  -0.3593  -0.4779  -0.149
O  2.9772  -0.0109  0.0871  -0.496
O  -2.1380  0.6970  -0.2535  -0.418
H  -0.9192  -0.7721  0.8301  0.229
H  -2.6537  -0.1133  -0.2851  0.366
H  -0.4095  0.9392  0.8893  0.352
H  1.2831  -0.6994  -1.3985  0.226

Summary:
Kohn-Sham gap: 8.91 eV
Total charge: 0
HOMO: -9.0905 eV

No. 5
# CH4N2O2

One molecule with the formula CH4N2O2 in a non-equilibrium geometry (ωB97M-V/def2-TZVPD, OMol25).

Each line ends with the Mulliken charge.
Element x y z (Å)
O  1.4605  -0.9421  0.0166  -0.433
N  1.3531  0.4786  -0.3132  -0.376
C  0.0601  0.9548  -0.1286  0.169
N  -1.0989  0.3182  0.1184  -0.185
O  -1.4826  -0.9423  -0.3066  -0.408
H  2.3734  -1.1564  0.2362  0.312
H  0.1828  2.0649  -0.0118  0.286
H  -2.0569  0.7882  0.2513  0.267
H  -0.7915  -1.5639  0.1377  0.369

Summary:
Kohn-Sham gap: 9.13 eV
Total charge: 0
HOMO: -8.3252 eV

No. 6
# CH4N2O2

One molecule with the formula CH4N2O2 in a non-equilibrium geometry (ωB97M-V/def2-TZVPD, OMol25).

Each line ends with the Mulliken charge.
Element x y z (Å)
N  0.1520  0.9419  -0.9351  -0.587
C  0.0805  0.5651  0.4094  -0.328
N  -0.0402  -1.0881  0.4407  0.824
O  -0.5267  -1.5836  -0.4848  -0.521
O  0.2462  -1.7009  1.4573  -0.579
H  -0.7726  0.9780  -1.4207  0.303
H  0.6566  0.3088  -1.6652  0.311
H  0.9105  0.6750  1.1413  0.309
H  -0.7062  0.9039  1.0572  0.268

Summary:
Kohn-Sham gap: 10.80 eV
Total charge: 0
HOMO: -10.1263 eV

No. 7
# CH4N2O2

A 2-piece molecular cluster, CH4N2O2 overall in a non-equilibrium geometry (ωB97M-V/def2-TZVPD, OMol25).

Each line ends with the Mulliken charge.
Element x y z (Å)
C  1.1374  0.6818  -0.1219  -0.553
N  -1.2907  -1.5370  1.4582  -0.233
N  -1.1857  0.2166  -0.5679  0.232
O  -0.8990  -0.3430  -1.5835  -0.381
O  -0.2458  0.6115  0.2591  -0.081
H  1.7525  -0.3003  -0.2653  0.255
H  1.6705  1.1141  0.8285  0.214
H  1.1506  1.4104  -0.8904  0.304
H  -2.0897  -1.8541  0.8832  0.243

Summary:
Kohn-Sham gap (spin up / spin down): 9.33 / 9.26 eV
Total charge: 0
HOMO (spin up / spin down): -10.3305 / -10.2931 eV

No. 8
# CH4N2O2S

One molecule with the formula CH4N2O2S in a non-equilibrium geometry (ωB97M-V/def2-TZVPD, OMol25).

Each line ends with the Mulliken charge.
Element x y z (Å)
C  0.5526  0.6285  -0.2394  -0.896
N  -0.4805  -2.3053  0.2444  -0.506
N  -1.3994  -1.6091  0.0856  0.276
O  -1.6240  0.9262  1.2597  -0.580
O  -1.9857  0.6419  -1.1150  -0.612
S  -1.2220  0.2868  0.0452  1.024
H  1.1446  -0.1262  -0.7850  0.336
H  1.0480  0.9039  0.7101  0.340
H  0.5966  1.5297  -0.7359  0.346
H  -2.3677  -1.6946  -0.2365  0.271

Summary:
Kohn-Sham gap: 9.27 eV
Total charge: 0
HOMO: -8.9813 eV

No. 9
# CH4N2O2S

A 2-piece molecular cluster, CH4N2O2S overall in a non-equilibrium geometry (ωB97M-V/def2-TZVPD, OMol25).

Each line ends with the Mulliken charge.
Element x y z (Å)
C  1.7643  1.2668  -0.0238  -0.621
N  -2.0915  -2.6983  0.0145  0.043
N  0.4534  1.1022  -0.7839  -0.217
O  -1.9544  -2.0163  -0.9262  -0.242
O  -0.8955  -0.1530  0.9499  -0.508
S  -0.8859  0.5549  -0.3206  0.528
H  2.1221  2.3025  -0.1732  0.258
H  1.5475  1.2147  0.9723  0.320
H  2.5524  0.6626  -0.5519  0.233
H  -2.6124  -2.2361  0.8428  0.207

Summary:
Kohn-Sham gap (spin up / spin down): 8.78 / 8.77 eV
Total charge: 0
HOMO (spin up / spin down): -9.2296 / -9.2303 eV

No. 10
# CH4N2O2S

One molecule with the formula CH4N2O2S in a non-equilibrium geometry (ωB97M-V/def2-TZVPD, OMol25).

Each line ends with the Mulliken charge.
Element x y z (Å)
O  -1.6640  -0.1230  0.2046  -0.608
C  -0.5177  0.2909  0.3441  0.601
N  -0.2949  1.3896  1.1415  -0.166
O  0.9225  2.0653  0.8515  -0.457
N  0.5627  -0.2513  -0.2516  -0.304
S  0.3508  -1.7000  -1.1269  -0.121
H  -1.0724  2.0315  1.2809  0.278
H  0.7791  2.4291  -0.0354  0.348
H  1.4308  0.0526  0.1084  0.290
H  0.4130  -2.5639  -0.0665  0.139

Summary:
Kohn-Sham gap: 10.22 eV
Total charge: 0
HOMO: -9.7562 eV

No. 11
# CH4N2O2S

A 2-piece molecular cluster, CH4N2O2S overall in a non-equilibrium geometry (ωB97M-V/def2-TZVPD, OMol25).

Each line ends with the Mulliken spin population.
Element x y z (Å)
C  -0.2046  -0.0141  -0.3634  -0.061
N  0.9294  -0.4355  1.7932  0.892
N  -0.9100  1.1493  -0.5750  0.017
O  0.6094  -0.7360  2.8880  0.766
O  -0.2451  -0.2736  0.9765  0.249
S  1.3960  -0.0372  -1.0486  0.043
H  -0.8191  -1.3165  -1.0261  0.101
H  -0.3993  2.0110  -0.9405  -0.002
H  -1.9447  1.0932  -0.8801  -0.003
H  1.5879  -1.4405  -0.8241  -0.002

Summary:
Kohn-Sham gap (spin up / spin down): 8.05 / 7.21 eV
Total charge: 0
HOMO (spin up / spin down): -7.8249 / -9.5142 eV
Spin multiplicity: 3

No. 12
# CH4N2O3

One molecule with the formula CH4N2O3 in a non-equilibrium geometry (ωB97M-V/def2-TZVPD, OMol25).

Each line ends with the Mulliken charge.
Element x y z (Å)
H  1.6358  -0.6917  2.6315  0.287
N  1.0017  -0.8703  1.8430  -0.345
N  0.3660  0.1175  1.4716  -0.042
O  -0.7076  -0.2444  0.5540  -0.160
C  -0.4836  0.5164  -0.6040  0.342
O  0.5684  -0.0445  -1.3621  -0.506
O  -1.6276  0.5589  -1.4217  -0.470
H  -0.1956  1.5388  -0.2883  0.264
H  0.9070  -0.7343  -0.7620  0.305
H  -1.4645  -0.1464  -2.0621  0.325

Summary:
Kohn-Sham gap: 10.73 eV
Total charge: 0
HOMO: -10.6244 eV

No. 13
# CH4N2O3S

CH4N2O3S as an isolated structure in a non-equilibrium geometry (ωB97M-V/def2-TZVPD, OMol25).

Each line ends with the Mulliken charge.
Element x y z (Å)
C  1.1977  -0.6385  -0.2036  0.184
N  0.2878  0.1727  0.5711  -0.589
N  2.2786  -0.1571  -0.7291  -0.584
O  -2.3281  1.4868  0.1012  -0.472
O  -1.9966  -0.8578  0.7495  -0.509
O  -1.6293  -0.1093  -1.5938  -0.477
S  -1.8587  0.1778  -0.2051  1.241
H  0.9509  -1.6952  -0.3011  0.377
H  -0.0739  -0.2456  1.4764  0.363
H  0.8650  1.0246  0.7978  0.245
H  2.3067  0.8415  -0.6633  0.221

Summary:
Kohn-Sham gap: 11.05 eV
Total charge: 0
HOMO: -10.9579 eV

No. 14
# CH4N2OS

One molecule with the formula CH4N2OS in a non-equilibrium geometry (ωB97M-V/def2-TZVPD, OMol25).

Each line ends with the Mulliken charge.
Element x y z (Å)
H  -2.2392  1.0236  2.4780  0.253
N  -1.3489  0.4215  2.1055  -0.537
C  -0.9085  0.6654  0.9824  0.047
S  0.1396  -0.7104  0.3531  -0.032
O  0.3214  -0.1730  -1.1976  -0.190
N  1.3781  -0.7480  -1.8738  -0.417
H  -1.0986  1.5143  0.3243  0.343
H  2.3430  -0.2704  -1.6601  0.262
H  1.4130  -1.7230  -1.5117  0.272

Summary:
Kohn-Sham gap: 9.39 eV
Total charge: 0
HOMO: -8.6920 eV

No. 15
# CH4N2OS

A 2-piece molecular cluster, CH4N2OS overall in a non-equilibrium geometry (ωB97M-V/def2-TZVPD, OMol25).

Each line ends with the Mulliken charge.
Element x y z (Å)
C  -1.2011  -1.2684  0.0113  -0.035
N  -1.8039  -0.3100  -0.3646  -0.330
N  1.6102  1.4511  0.2159  -0.391
O  1.5941  0.2754  -0.6427  -0.181
S  1.4779  -1.1204  0.2008  -0.146
H  -1.2248  -2.3600  0.2783  0.308
H  -2.7772  -0.0324  -0.3881  0.269
H  1.1079  2.0370  -0.4125  0.244
H  1.2170  1.3277  1.1017  0.262

Summary:
Kohn-Sham gap (spin up / spin down): 7.87 / 7.17 eV
Total charge: 0
HOMO (spin up / spin down): -7.8977 / -7.6007 eV

No. 16
# CH4N2OS2

One molecule with the formula CH4N2OS2 in a non-equilibrium geometry (ωB97M-V/def2-TZVPD, OMol25).

Each line ends with the Mulliken charge.
Element x y z (Å)
N  -0.9475  -1.2441  -0.6400  -0.462
C  -0.8561  0.0088  -0.1729  0.607
O  -1.7493  0.8035  -0.1879  -0.533
N  0.5207  0.4830  0.1979  -0.141
S  0.7931  1.8844  1.1160  -0.115
S  1.7549  -0.4610  -0.4302  -0.175
H  -0.3268  -1.8735  -0.2882  0.242
H  -1.9725  -1.6267  -0.4613  0.301
H  0.6373  2.8182  0.1097  0.141
H  2.1462  -0.7926  0.7568  0.135

Summary:
Kohn-Sham gap: 9.88 eV
Total charge: 0
HOMO: -9.3346 eV

No. 17
# CH4N2P2

A 2-piece molecular cluster, CH4N2P2 overall in a non-equilibrium geometry (ωB97M-V/def2-TZVPD, OMol25).

Each line ends with the Mulliken charge.
Element x y z (Å)
C  -1.5958  0.7379  -0.1416  0.320
N  -1.5047  1.9784  -0.2492  -0.627
N  1.9278  -1.0574  -0.0309  -0.715
P  -0.8356  -0.7789  -0.6759  0.060
P  -2.5059  -0.6461  0.5508  -0.031
H  -2.2180  2.5277  0.2254  0.250
H  1.9975  -0.0511  -0.1498  0.280
H  2.7266  -1.4647  -0.4943  0.221
H  2.0081  -1.2458  0.9656  0.240

Summary:
Kohn-Sham gap: 7.35 eV
Total charge: 0
HOMO: -8.1323 eV

No. 18
# CH4N2S

CH4N2S as an isolated structure in a non-equilibrium geometry (ωB97M-V/def2-TZVPD, OMol25).

Each line ends with the Mulliken charge.
Element x y z (Å)
C  0.6794  0.2707  1.4313  -0.185
N  0.6604  -0.0688  -0.0671  -0.381
N  -0.2414  -0.5357  0.5695  0.269
S  -1.6174  -0.9759  0.0288  -0.220
H  1.1503  -0.3018  2.1444  0.254
H  0.4658  1.2424  1.7481  0.262
H  -0.3679  0.3013  -2.5927  -0.187
H  -0.7292  0.0677  -3.2623  0.188

Summary:
Kohn-Sham gap (spin up / spin down): 8.63 / 8.64 eV
Total charge: 0
HOMO (spin up / spin down): -8.9335 / -8.9342 eV

No. 19
# CH4N2S

One molecule with the formula CH4N2S in a non-equilibrium geometry (ωB97M-V/def2-TZVPD, OMol25).

Each line ends with the Mulliken charge.
Element x y z (Å)
N  -1.3505  0.0994  0.1226  -0.584
N  0.0617  -0.2405  -0.0405  -0.061
C  1.0809  0.5760  0.0395  -0.024
S  2.5965  -0.0976  0.0615  -0.400
H  -1.6268  -0.7631  0.8667  0.299
H  -1.8559  -0.0159  -0.7368  0.252
H  0.4113  -1.1454  -0.3570  0.195
H  0.6828  1.5871  0.0440  0.322

Summary:
Kohn-Sham gap: 9.10 eV
Total charge: 0
HOMO: -8.4962 eV

No. 20
# CH4N2S2

One molecule with the formula CH4N2S2 in a non-equilibrium geometry (ωB97M-V/def2-TZVPD, OMol25).

Each line ends with the Mulliken charge.
Element x y z (Å)
S  -2.8798  0.3040  -0.4338  -0.325
C  -1.5115  0.1923  0.3484  -0.014
N  -0.3976  -0.5999  0.1269  -0.265
N  1.2405  -0.3950  0.4093  -0.367
S  1.9995  0.7622  -0.4680  -0.042
H  -1.4487  0.8794  1.1100  0.318
H  -0.2355  -0.9202  -0.8588  0.275
H  1.1908  -0.1490  1.3553  0.267
H  2.0424  -0.0738  -1.5893  0.153

Summary:
Kohn-Sham gap: 8.67 eV
Total charge: 0
HOMO: -8.6220 eV

The records above give, respectively, DFT total energy values of -225.0487, -225.0566, -225.2526, -300.3061, -300.3330, -300.3705, -300.2052, -698.5577, -698.5285, -698.6286, -698.3985, -375.6425, -773.8774, -623.3031, -623.2327, -1021.5970, -832.6503, -548.0081, -548.1284, -946.2693 hartree.
The records above give, respectively, energy above the lowest of the compared OMol25 structures with the same formula, charge and spin values of 152.6, 147.7, 24.7, 113.9, 97.0, 73.5, 177.2, 73.8, 92.1, 29.3, 77.1, 15.5, 30.4, 98.0, 142.1, 19.3, 21.7, 127.9, 52.4, 73.6 kcal/mol.